[1]
C3H8N4OS | ωB97M-V with the def2-TZVPD basis set

Each line ends with the Löwdin charge.
Cartesian coordinates (Å):
C1 -0.557 -0.395 -0.026  -0.440
C2 1.473 1.980 1.976  -0.015
C3 -0.987 -1.520 -2.463  -0.250
N1 -0.607 0.892 -0.701  -0.054
N2 0.103 1.722 -0.105  -0.119
N3 0.276 -0.086 1.301  0.099
N4 0.658 1.280 0.992  -0.217
O1 0.130 -3.017 -0.575  -0.557
S1 0.308 -1.652 -1.117  0.874
H1 -1.602 -0.796 0.186  0.140
H2 0.768 1.906 2.831  0.089
H3 2.531 1.418 2.162  0.146
H4 1.547 2.995 1.553  0.087
H5 -1.358 -0.446 -2.509  0.055
H6 -1.881 -2.220 -2.299  0.076
H7 -0.459 -2.093 -3.224  0.026
H8 -0.343 0.033 2.018  0.061

Summary:
- DFT total energy (hartree) = -811.26657
- lowest unoccupied orbital energy (alpha / beta) (eV) = 0.565 / -2.077
- highest occupied orbital energy (alpha / beta) (eV) = -5.54 / -9.20
- spin multiplicity = 3


[2]
C11H15NS | ωB97M-V with the def2-TZVPD basis set

Each line ends with the Löwdin charge.
Cartesian coordinates (Å):
C1 0.753 0.660 -3.061  -0.039
C2 1.179 0.399 -1.639  -0.222
C3 2.215 -0.389 -1.220  -0.060
N1 2.259 -0.376 0.177  0.067
C4 1.544 0.731 0.597  -0.228
C5 1.346 1.193 1.897  -0.030
C6 0.495 2.263 2.068  -0.095
C7 -0.146 2.832 0.948  -0.103
C8 -0.114 2.256 -0.304  -0.024
C9 0.813 1.215 -0.501  -0.140
H1 1.651 0.834 -3.652  0.078
H2 0.148 1.565 -3.060  0.066
H3 0.177 -0.137 -3.529  0.073
H4 2.603 -1.199 -1.788  0.111
H5 3.086 -0.675 0.669  0.144
H6 1.856 0.739 2.738  0.108
H7 0.115 2.492 3.052  0.098
H8 -0.760 3.703 1.080  0.092
H9 -0.518 2.851 -1.113  0.105
C10 -1.799 -2.241 2.170  -0.409
S1 -3.162 -2.151 0.961  0.705
C11 -2.383 -2.446 -0.663  -0.415
H10 -1.125 -1.403 2.010  0.019
H11 -2.290 -2.083 3.089  0.005
H12 -1.238 -3.142 1.956  0.032
H13 -1.342 -2.132 -0.602  0.025
H14 -2.893 -1.857 -1.415  0.023
H15 -2.471 -3.502 -0.863  0.016

Summary:
- SMILES = Cc1c[nH]c2ccccc12.CSC
- DFT total energy (hartree) = -881.06747
- energy relative to the best compared isomer or geometry (same formula, charge and spin) (kcal per mole) = 20.5
- lowest unoccupied orbital energy (eV) = 0.807
- highest occupied orbital energy (eV) = -8.01


[3]
C3H4ClF | ωB97M-V with the def2-TZVPD basis set

Each line ends with the Löwdin charge.
Cartesian coordinates (Å):
C1 -1.299 -0.748 0.307  0.040
C2 -0.518 0.038 -0.401  -0.387
F1 -0.864 0.743 -1.456  0.060
C3 1.111 0.306 0.149  -0.516
Cl1 2.296 0.621 -1.121  0.533
H1 -2.336 -0.557 -0.119  0.104
H2 -0.871 -1.161 1.207  0.066
H3 1.058 1.281 0.797  0.103
H4 1.423 -0.523 0.638  -0.003

Summary:
- SMILES = C=C(F)CCl
- DFT total energy (hartree) = -676.69667
- energy relative to the best compared isomer or geometry (same formula, charge and spin) (kcal per mole) = 28.1
- lowest unoccupied orbital energy (eV) = 0.919
- highest occupied orbital energy (eV) = -10.20


[4]
C4H7IS2 | ωB97M-V with the def2-TZVPD basis set

Each line ends with the Löwdin charge.
Cartesian coordinates (Å):
C1 -1.409 -1.452 0.724  -0.623
C2 -0.298 -0.704 1.549  -0.583
C3 1.241 0.653 -0.447  -1.222
C4 1.389 1.537 -1.650  -0.258
S1 -0.593 -2.446 -0.678  0.511
S2 0.072 0.863 0.755  0.801
I1 2.906 -0.458 -0.055  0.897
H1 -1.847 -2.307 1.242  0.037
H2 -2.197 -0.643 0.374  0.097
H3 -0.689 -0.535 2.605  0.099
H4 0.709 -1.125 1.643  -0.002
H5 2.006 1.079 -2.438  0.056
H6 1.915 2.408 -1.128  0.087
H7 0.440 2.122 -1.973  0.103

Summary:
- DFT total energy (hartree) = -1250.54445
- energy relative to the best compared isomer or geometry (same formula, charge and spin) (kcal per mole) = 1.0
- lowest unoccupied orbital energy (alpha / beta) (eV) = -1.837 / -0.267
- highest occupied orbital energy (alpha / beta) (eV) = -7.15 / -9.04


[5]
C9H21DyI2O2P2 | ωB97M-V with the def2-TZVPD basis set

Each line ends with the Löwdin charge.
Cartesian coordinates (Å):
I1 -2.737 0.615 -2.301  0.551
I2 -1.772 -0.797 -4.483  0.575
Dy1 -1.270 0.746 0.078  0.736
P1 1.021 1.843 -0.675  0.689
C1 0.734 2.539 -2.328  -0.245
C2 0.922 3.421 0.289  -0.225
H1 1.679 4.098 -0.098  0.062
H2 3.216 2.621 -0.962  0.071
H3 1.137 3.310 1.358  0.060
H4 3.225 1.305 0.260  0.043
H5 -0.310 2.851 -2.488  0.040
H6 -0.050 3.907 0.194  0.056
C3 2.808 1.641 -0.693  -0.211
H7 1.410 3.403 -2.382  0.071
H8 3.047 0.938 -1.495  0.068
H9 1.014 1.783 -3.075  0.061
P2 -1.023 -1.791 0.795  0.690
C4 -2.225 -2.723 -0.199  -0.245
C5 0.146 -3.090 1.225  -0.211
H10 -1.450 -1.281 3.216  0.060
H11 -2.187 -2.766 2.680  0.062
H12 -2.940 -1.225 2.268  0.056
C6 -1.986 -1.741 2.378  -0.225
H13 0.933 -2.767 1.913  0.043
H14 -0.449 -3.889 1.677  0.071
H15 -2.509 -3.570 0.441  0.071
H16 -1.718 -3.079 -1.107  0.062
H17 0.572 -3.463 0.291  0.068
H18 -3.110 -2.128 -0.473  0.040
C7 -0.262 -0.480 -1.550  -0.520
O1 0.123 -1.087 -2.502  -0.153
C8 1.975 -0.127 2.429  -0.038
C9 0.774 0.255 1.701  -0.404
O2 -0.103 0.962 2.239  -0.139
H19 2.924 0.078 1.891  0.095
H20 2.199 -1.214 2.407  0.095
H21 2.026 0.260 3.469  0.124

Summary:
- charge = +2
- DFT total energy (hartree) = -2668.46529
- energy relative to the best compared isomer or geometry (same formula, charge and spin) (kcal per mole) = 31.5
- lowest unoccupied orbital energy (alpha / beta) (eV) = -9.268 / -9.203
- highest occupied orbital energy (alpha / beta) (eV) = -14.44 / -14.68
- spin multiplicity = 6


[6]
C56H97NO20Si | ωB97M-V with the def2-TZVPD basis set

Each line ends with the Löwdin charge.
Cartesian coordinates (Å):
C1 -3.709 -4.858 9.441  -0.109
C2 -3.715 -6.401 9.310  -0.243
C3 -2.354 -6.959 8.820  -0.207
C4 -2.452 -7.965 7.647  -0.203
C5 -1.447 -7.644 6.532  -0.222
C6 -1.031 -8.870 5.708  -0.213
C7 0.317 -8.703 4.974  -0.194
C8 0.220 -8.608 3.433  -0.194
C9 0.850 -7.327 2.826  -0.266
C10 1.815 -7.638 1.677  -0.266
Si1 2.267 -6.100 0.691  0.576
C11 0.811 -5.750 -0.461  -0.250
C12 1.172 -4.984 -1.742  -0.243
C13 1.260 -3.467 -1.458  -0.193
C14 -0.037 -2.788 -1.915  -0.201
N1 -0.014 -1.359 -1.589  -0.096
C15 -1.339 -0.719 -1.913  -0.025
C16 0.954 -0.650 -2.354  -0.495
C17 1.320 0.690 -1.761  0.010
O1 1.448 -1.061 -3.397  0.072
O2 3.615 -6.343 -0.256  -0.240
C18 4.887 -5.994 0.298  -0.275
C19 5.186 -4.506 0.358  -0.233
C20 4.864 -3.757 -0.949  -0.085
H1 -4.204 -4.405 8.584  0.066
H2 -4.204 -4.541 10.356  0.061
H3 -2.689 -4.480 9.460  0.059
H4 -3.903 -6.790 10.308  0.093
H5 -4.501 -6.701 8.622  0.091
H6 -1.705 -6.135 8.531  0.089
H7 -1.891 -7.464 9.668  0.104
H8 -3.460 -7.890 7.240  0.101
H9 -2.265 -8.976 8.004  0.103
H10 -1.863 -6.909 5.839  0.118
H11 -0.557 -7.203 6.986  0.101
H12 -0.921 -9.688 6.426  0.099
H13 -1.834 -9.174 5.036  0.107
H14 0.817 -7.828 5.390  0.092
H15 0.936 -9.562 5.229  0.101
H16 -0.824 -8.711 3.139  0.101
H17 0.755 -9.464 3.023  0.099
H18 1.408 -6.851 3.633  0.093
H19 0.042 -6.665 2.511  0.101
H20 2.722 -8.115 2.050  0.080
H21 1.295 -8.285 0.968  0.078
H22 2.475 -4.924 1.571  0.024
H23 0.391 -6.729 -0.714  0.075
H24 0.025 -5.212 0.074  0.079
H25 2.121 -5.321 -2.158  0.086
H26 0.412 -5.166 -2.503  0.104
H27 2.100 -3.046 -2.000  0.090
H28 1.332 -3.311 -0.381  0.103
H29 -0.848 -3.240 -1.346  0.111
H30 -0.168 -2.983 -2.983  0.127
H31 -1.666 -0.114 -1.076  0.064
H32 -1.256 -0.101 -2.809  0.096
H33 -2.060 -1.496 -2.148  0.078
H34 2.201 1.100 -2.242  0.076
H35 1.489 0.559 -0.696  0.070
H36 0.470 1.364 -1.881  0.088
H37 5.647 -6.456 -0.333  0.106
H38 5.012 -6.443 1.291  0.110
H39 6.264 -4.431 0.516  0.107
H40 4.729 -4.005 1.211  0.071
H41 4.455 -4.421 -1.703  0.061
H42 5.757 -3.305 -1.376  0.066
H43 4.192 -2.931 -0.727  0.062
O3 -3.377 -3.529 -0.793  0.103
C21 -4.326 -2.801 -0.702  -0.471
C22 -4.339 -1.335 -0.327  -0.089
C23 -5.805 -1.090 0.001  -0.143
C24 -6.501 -2.113 -0.885  -0.149
O4 -5.587 -3.222 -0.975  0.025
H44 -4.015 -0.752 -1.189  0.097
H45 -3.692 -1.149 0.514  0.099
H46 -6.136 -0.071 -0.182  0.101
H47 -5.989 -1.319 1.053  0.121
H48 -6.679 -1.731 -1.893  0.125
H49 -7.442 -2.468 -0.471  0.121
O5 7.471 -5.870 -2.217  0.120
C25 7.078 -5.758 -3.341  -0.483
C26 7.309 -6.707 -4.502  -0.072
C27 6.927 -5.853 -5.709  -0.154
C28 5.894 -4.908 -5.108  -0.148
O6 6.302 -4.725 -3.742  0.013
H50 6.649 -7.567 -4.380  0.132
H51 8.343 -7.036 -4.525  0.124
H52 6.546 -6.420 -6.556  0.114
H53 7.795 -5.285 -6.047  0.117
H54 4.888 -5.333 -5.113  0.129
H55 5.867 -3.938 -5.600  0.126
O7 -3.653 0.607 1.846  0.109
C29 -2.495 0.836 2.056  -0.475
C30 -1.810 1.077 3.387  -0.060
C31 -0.471 1.679 2.961  -0.145
C32 -0.259 1.043 1.600  -0.146
O8 -1.585 0.863 1.062  0.015
H56 -1.688 0.115 3.889  0.131
H57 -2.399 1.745 4.009  0.124
H58 0.344 1.480 3.647  0.095
H59 -0.571 2.761 2.859  0.123
H60 0.221 0.065 1.672  0.123
H61 0.317 1.667 0.923  0.118
O9 -4.388 1.405 -2.047  0.116
C33 -5.363 2.092 -1.953  -0.476
C34 -5.430 3.557 -1.571  -0.074
C35 -6.907 3.734 -1.231  -0.148
C36 -7.566 2.691 -2.121  -0.147
O10 -6.607 1.622 -2.224  0.011
H62 -5.130 4.156 -2.426  0.112
H63 -4.778 3.762 -0.728  0.131
H64 -7.281 4.739 -1.401  0.095
H65 -7.076 3.482 -0.182  0.121
H66 -7.767 3.072 -3.125  0.125
H67 -8.488 2.294 -1.704  0.123
O11 2.587 4.372 -1.775  0.123
C37 2.170 4.552 -2.880  -0.494
C38 2.468 3.727 -4.114  -0.071
C39 2.010 4.646 -5.245  -0.148
C40 0.909 5.451 -4.567  -0.147
O12 1.306 5.552 -3.187  0.003
H68 1.878 2.810 -4.068  0.123
H69 3.525 3.488 -4.173  0.129
H70 1.671 4.124 -6.137  0.117
H71 2.829 5.308 -5.534  0.118
H72 -0.059 4.948 -4.609  0.128
H73 0.804 6.453 -4.977  0.123
O13 3.387 1.508 2.998  0.131
C41 3.268 0.412 3.456  -0.482
C42 4.361 -0.539 3.900  -0.067
C43 3.623 -1.873 3.998  -0.147
C44 2.206 -1.426 4.332  -0.144
O14 2.052 -0.150 3.681  -0.012
H74 4.738 -0.204 4.868  0.132
H75 5.170 -0.554 3.175  0.127
H76 4.038 -2.561 4.732  0.118
H77 3.634 -2.371 3.027  0.105
H78 2.054 -1.286 5.404  0.127
H79 1.449 -2.109 3.954  0.126
O15 5.776 10.036 -1.623  0.116
C45 4.888 9.297 -1.312  -0.492
C46 4.530 8.806 0.076  -0.070
C47 3.605 7.625 -0.214  -0.143
C48 2.987 8.032 -1.543  -0.137
O16 4.011 8.798 -2.216  -0.002
H80 4.016 9.612 0.603  0.132
H81 5.425 8.520 0.621  0.124
H82 2.864 7.437 0.559  0.120
H83 4.193 6.716 -0.344  0.118
H84 2.108 8.669 -1.415  0.127
H85 2.718 7.177 -2.152  0.098
O17 -5.542 6.447 -2.221  0.121
C49 -6.242 7.163 -2.873  -0.471
C50 -5.914 8.540 -3.416  -0.068
C51 -7.292 9.084 -3.792  -0.151
C52 -8.055 7.808 -4.121  -0.150
O18 -7.488 6.800 -3.263  0.018
H86 -5.266 8.422 -4.285  0.133
H87 -5.414 9.138 -2.661  0.128
H88 -7.281 9.799 -4.612  0.116
H89 -7.742 9.572 -2.927  0.119
H90 -7.915 7.494 -5.157  0.127
H91 -9.120 7.883 -3.917  0.125
O19 -0.562 12.378 -1.850  0.120
C53 0.379 12.213 -2.568  -0.492
C54 0.668 12.907 -3.887  -0.076
C55 1.745 12.015 -4.503  -0.151
C56 2.426 11.445 -3.267  -0.148
O20 1.386 11.358 -2.272  0.019
H92 1.037 13.912 -3.675  0.130
H93 -0.232 12.965 -4.492  0.122
H94 2.432 12.535 -5.168  0.116
H95 1.273 11.210 -5.070  0.116
H96 3.213 12.100 -2.889  0.134
H97 2.844 10.457 -3.429  0.109

Summary:
- SMILES = CCCCCCCCCC[Si@H](CCCCN(C)C(C)=O)OCCC.O=C1CCCO1.O=C1CCCO1.O=C1CCCO1.O=C1CCCO1.O=C1CCCO1.O=C1CCCO1.O=C1CCCO1.O=C1CCCO1.O=C1CCCO1
- DFT total energy (hartree) = -4041.19177
- lowest unoccupied orbital energy (eV) = 0.257
- highest occupied orbital energy (eV) = -8.67


> What is the formula in the first record?

C3H8N4OS